No. 1
DFT (ωB97M-V/def2-TZVPD) results for the ion C5H12NO with charge +1 in a non-equilibrium geometry.

**HOMO energy**: -14.8 eV
**Gap between HOMO and LUMO**: 11.00 eV
**Total charge**: +1
**LUMO energy**: -3.80 eV
**SMILES string**: CCC[C@H]([NH3+])C=O

Each line ends with the Löwdin charge.
Element x y z (Å)
H (-1.581, 0.993, 0.872)  0.13
C (-0.976, 0.188, 0.411)  -0.21
N (1.113, 1.096, 1.278)  0.25
H (-0.581, -0.477, -3.025)  0.08
C (-0.450, -0.567, -1.943)  -0.08
H (0.653, -0.600, -1.762)  0.07
H (1.745, 1.151, 2.071)  0.18
H (-1.742, -0.602, 0.592)  0.14
C (0.236, -0.171, 1.240)  -0.22
H (-0.273, 1.503, -1.152)  0.11
H (1.665, 1.053, 0.397)  0.17
H (0.450, 1.859, 1.128)  0.16
C (-0.927, 0.616, -1.068)  -0.23
H (0.559, -2.348, 0.776)  0.15
O (2.117, -1.154, 0.192)  0.09
H (-0.907, -1.503, -1.600)  0.08
H (-0.275, -0.596, 2.154)  0.17
H (-1.928, 0.957, -1.340)  0.12
C (1.103, -1.397, 0.780)  -0.17

=====

No. 2
DFT (ωB97M-V/def2-TZVPD) results for an isolated molecule of C7H12O in a non-equilibrium geometry.

**HOMO energy**: -9.2 eV
**Gap between HOMO and LUMO**: 10.08 eV
**Total charge**: 0
**LUMO energy**: 0.91 eV
**SMILES string**: CC(C)=C[C@@H](C)C=O

Each line ends with the Löwdin charge.
Element x y z (Å)
H (-1.344, -2.042, 0.738)  0.13
H (-2.418, -0.334, -0.706)  0.14
O (-0.271, -2.583, -0.889)  0.05
C (-0.766, 0.518, 0.311)  -0.07
H (-1.504, 1.178, 0.769)  0.11
C (0.783, 1.458, 1.964)  -0.06
C (-0.828, -0.077, -2.162)  -0.06
C (1.652, -0.236, 0.318)  -0.05
C (-0.908, -1.787, -0.249)  -0.24
H (2.163, -0.746, 1.132)  0.09
H (1.447, -0.991, -0.415)  0.05
C (-1.325, -0.377, -0.752)  -0.32
H (0.240, -0.271, -2.248)  0.08
H (0.915, 0.906, 2.892)  0.08
H (1.704, 1.995, 1.768)  0.08
H (2.370, 0.454, -0.119)  0.09
H (-0.006, 2.193, 2.107)  0.07
H (-1.022, 0.968, -2.426)  0.08
C (0.462, 0.504, 0.839)  -0.33
H (-1.346, -0.730, -2.871)  0.08

=====

No. 3
DFT (ωB97M-V/def2-TZVPD) results for a structure of composition C22H27ClFeN4S5.

**HOMO energy (alpha / beta)**: -9.9 / -10.0 eV
**Gap between HOMO and LUMO (alpha / beta)**: 6.98 / 5.97 eV
**Total charge**: +1
**LUMO energy (alpha / beta)**: -2.92 / -4.03 eV
**⟨S²⟩**: 8.80
**Spin multiplicity**: 6

Each line ends with the Löwdin charge.
Element x y z (Å)
H (2.533, 1.336, -1.271)  0.12
H (0.081, 3.018, -0.562)  0.08
H (0.326, -0.036, 3.427)  0.05
H (1.641, 1.260, 1.428)  0.12
H (-2.286, -2.576, -0.469)  0.11
H (-1.168, -2.880, 1.570)  0.11
H (0.477, 0.620, -2.173)  0.13
C (-1.888, -2.344, 2.177)  -0.06
H (2.267, -4.174, -2.302)  0.12
Cl (-1.851, 0.704, 4.799)  0.73
N (1.537, 0.840, 0.512)  -0.08
C (-0.080, -0.829, 2.816)  0.01
C (-5.612, 1.011, 1.533)  -0.36
H (2.450, -0.773, 1.483)  0.12
N (-0.125, 1.254, -1.652)  -0.12
C (-4.112, 2.429, -0.284)  -1.01
C (0.677, 2.403, -1.237)  -0.18
C (-3.198, -2.753, 2.236)  -0.08
C (-1.364, 1.427, -2.409)  -0.16
N (-2.127, -0.643, -1.229)  -0.10
H (-4.772, 1.065, 2.222)  0.00
H (-3.055, -0.505, -0.831)  0.04
H (-2.011, 2.112, -1.866)  0.08
H (-3.529, -3.611, 1.664)  0.11
H (-2.967, 0.119, -3.038)  0.13
C (1.903, 1.836, -0.529)  -0.16
H (0.996, 3.031, -2.075)  0.13
H (-4.355, -0.508, 4.509)  0.12
C (1.724, -3.395, -1.784)  -0.02
C (-0.318, -2.297, -1.237)  -0.24
C (2.337, -0.394, 0.466)  -0.14
C (1.684, -1.470, -0.380)  -0.24
H (0.602, -1.483, 2.293)  0.05
S (-2.314, 4.312, 0.021)  0.90
H (-5.129, -2.406, 3.124)  0.11
C (-2.002, 0.050, -2.532)  -0.15
C (-1.813, -2.074, -1.316)  -0.13
H (-6.267, 1.872, 1.639)  0.05
C (-3.483, 4.820, -1.167)  -1.50
S (-3.331, 6.174, -2.054)  0.59
H (2.498, 2.643, -0.100)  0.13
C (0.344, -3.311, -1.906)  0.01
S (-5.004, 0.918, -0.170)  0.83
N (0.354, -1.430, -0.473)  0.07
H (-0.205, -4.008, -2.524)  0.13
S (-4.729, 3.634, -1.392)  0.92
C (-3.670, -1.012, 3.843)  -0.11
H (-6.179, 0.098, 1.708)  0.04
Fe (-0.708, 0.280, 0.278)  0.59
H (3.489, -2.482, -0.953)  0.13
S (-2.121, 1.713, 1.511)  0.60
C (2.410, -2.457, -1.028)  0.01
C (-2.958, 2.720, 0.353)  -1.10
C (-1.413, -1.231, 2.931)  -0.37
H (3.347, -0.208, 0.090)  0.13
C (-4.099, -2.081, 3.064)  -0.06
H (-1.199, 1.845, -3.407)  0.14
H (-1.356, -0.567, -3.164)  0.12
H (-2.205, -2.532, -2.228)  0.13
C (-2.358, -0.594, 3.785)  -0.65

=====

No. 4
DFT (ωB97M-V/def2-TZVPD) results for a structure of composition C10H5Cl3N3S2Ti.

**HOMO energy (alpha / beta)**: 0.0 / 0.5 eV
**Gap between HOMO and LUMO (alpha / beta)**: 4.51 / 4.04 eV
**Total charge**: -2
**LUMO energy (alpha / beta)**: 4.50 / 4.50 eV
**⟨S²⟩**: 0.85
**Spin multiplicity**: 2

Each line ends with the Löwdin charge.
Element x y z (Å)
Cl (0.838, -1.069, 2.343)  0.74
H (0.301, -2.940, -0.210)  -0.04
C (3.328, -0.929, 3.340)  -0.14
C (-1.771, 2.625, -4.388)  -0.47
C (3.809, 1.564, 2.278)  -0.69
C (4.546, -0.312, 3.582)  -0.13
H (3.106, -1.908, 3.745)  0.09
H (5.717, 1.459, 3.217)  0.09
S (1.368, 1.761, 1.004)  0.53
Ti (-0.299, -0.092, 0.219)  0.19
Cl (1.797, -1.384, -1.219)  0.32
C (4.781, 0.945, 3.047)  -0.16
C (-1.925, -0.257, 1.124)  -0.98
C (2.377, -0.292, 2.567)  -0.63
H (5.305, -0.804, 4.177)  0.09
C (0.108, -2.006, -0.737)  -0.66
Cl (4.190, 3.147, 1.655)  0.60
C (2.560, 0.979, 1.984)  -0.75
S (-3.345, -0.470, 1.887)  0.24
N (-2.615, 2.898, -5.140)  0.03
C (-0.804, 1.635, -2.575)  -0.34
N (-0.728, 2.390, -3.624)  0.03
H (-0.383, -2.226, -1.686)  -0.03
N (-0.773, 0.984, -1.611)  0.07

=====

No. 5
DFT (ωB97M-V/def2-TZVPD) results for a cluster of 2 separate species, C6H9NO in total in a non-equilibrium geometry.

**HOMO energy**: -8.5 eV
**Gap between HOMO and LUMO**: 9.11 eV
**Total charge**: 0
**LUMO energy**: 0.65 eV
**SMILES string**: CC=C=N.CC=C=O

Each line ends with the Löwdin charge.
Element x y z (Å)
H (-1.630, 1.889, -0.246)  0.11
H (-2.391, -1.106, -0.142)  0.08
H (1.209, 1.495, -2.363)  0.06
H (1.325, -0.639, 1.962)  0.06
C (-2.286, -0.180, -0.700)  -0.10
C (1.406, -0.824, -0.163)  -0.18
C (2.068, -0.602, 1.166)  -0.10
C (-1.419, 0.743, 1.425)  -0.22
O (-1.121, 0.599, 2.543)  0.16
H (2.554, 0.369, 1.189)  0.08
H (0.803, -1.713, -0.284)  0.10
C (1.515, -0.001, -1.159)  -0.23
H (-3.260, 0.115, -1.089)  0.07
C (-1.736, 0.906, 0.183)  -0.17
N (1.765, 0.677, -2.138)  0.15
H (2.816, -1.371, 1.361)  0.07
H (-1.618, -0.357, -1.544)  0.06

=====

No. 6
DFT (ωB97M-V/def2-TZVPD) results for an isolated molecule of C4H9NO.

**HOMO energy**: -9.8 eV
**Gap between HOMO and LUMO**: 10.63 eV
**Total charge**: 0
**LUMO energy**: 0.88 eV
**SMILES string**: CC(C)NC=O

Each line ends with the Löwdin charge.
Element x y z (Å)
H (1.140, -0.640, -1.780)  0.07
H (0.575, -1.370, 0.912)  0.14
H (-2.178, -0.157, -0.250)  0.08
C (-1.300, -0.265, -0.894)  -0.06
H (-0.227, 1.348, 0.079)  0.14
H (1.158, 1.125, -1.864)  0.08
H (-1.146, -1.335, -1.086)  0.08
C (0.059, 0.079, 2.239)  -0.36
H (0.317, -0.660, 3.024)  0.13
H (2.091, 0.282, -0.606)  0.08
C (-0.049, 0.315, -0.233)  -0.42
C (1.157, 0.274, -1.176)  -0.06
H (-1.506, 0.223, -1.853)  0.08
O (-0.336, 1.201, 2.495)  0.01
N (0.244, -0.421, 0.992)  0.03

=====

No. 7
DFT (ωB97M-V/def2-TZVPD) results for a cluster of 3 separate species, C2H11NO2 in total in a non-equilibrium geometry.

**HOMO energy**: -8.8 eV
**Gap between HOMO and LUMO**: 9.58 eV
**Total charge**: 0
**LUMO energy**: 0.77 eV
**SMILES string**: CNC.O.O

Each line ends with the Löwdin charge.
Element x y z (Å)
N (1.137, 1.560, -1.597)  -0.18
H (0.494, 0.893, -2.017)  0.09
C (0.386, 2.138, -0.429)  -0.15
O (-5.675, -1.313, 0.419)  -0.10
H (0.895, 2.986, -0.060)  0.05
H (-6.431, -1.760, 0.039)  0.02
H (3.077, 1.879, -0.737)  0.07
H (1.751, -3.898, 3.024)  0.03
H (-0.573, 2.590, -0.598)  0.06
O (2.035, -4.127, 2.132)  -0.08
H (-6.140, -0.596, 0.979)  0.08
H (1.228, -3.777, 1.688)  0.05
C (2.404, 1.073, -1.089)  -0.19
H (2.257, 0.467, -0.153)  0.07
H (0.197, 1.358, 0.322)  0.07
H (2.957, 0.526, -1.923)  0.09

=====

No. 8
DFT (ωB97M-V/def2-TZVPD) results for a cluster of 3 separate species, CH3NO in total in a non-equilibrium geometry.

**HOMO energy**: -10.5 eV
**Gap between HOMO and LUMO**: 9.48 eV
**Total charge**: 0
**LUMO energy**: -0.99 eV

Each line ends with the Löwdin charge.
Element x y z (Å)
H (-1.690, 1.499, 0.215)  0.22
C (-0.176, -0.394, 0.240)  -0.49
H (-0.893, -1.109, 0.538)  0.09
H (-0.055, 1.777, -0.095)  0.21
N (-0.675, 0.575, -0.680)  -0.02
O (1.052, -0.479, 0.333)  0.00